1.
The following is a DFT calculation (ωB97M-V/def2-TZVPD) of the ion C3H7N4O with charge +1 in a non-equilibrium geometry.

Properties
E_LUMO: -4.34 eV
gap between HOMO and LUMO: 9.1 eV
charge: +1
HOMO: -13.5 eV

Positions of all 15 atoms, in Å:
C1 -0.576 -1.404 -0.032
C2 1.670 -0.532 0.011
C3 -0.668 0.542 0.628
N1 -2.569 1.657 0.040
N2 -1.417 1.271 -0.220
N3 0.680 -1.580 -0.176
N4 0.872 0.745 -0.074
O1 -1.617 -1.933 -0.094
H1 1.927 -0.506 1.027
H2 2.499 -0.744 -0.658
H3 -0.629 0.586 1.648
H4 -3.016 1.955 -0.821
H5 0.996 -2.479 -0.596
H6 1.300 1.507 0.309
H7 0.550 0.915 -0.991

=====

2.
The following is a DFT calculation (ωB97M-V/def2-TZVPD) of a structure of composition C26H27BrN7O3ReS2.

Properties
E_LUMO (spin up / spin down): -7.58 / -9.54 eV
gap between HOMO and LUMO (spin up / spin down): 8.1 / 6.2 eV
charge: +3
2S+1: 4
HOMO (spin up / spin down): -15.7 / -15.7 eV

Positions of all 67 atoms, in Å:
Re1 -0.532 -0.687 -0.003
C1 -2.525 -1.336 2.425
O1 -1.229 -0.781 2.026
C2 -0.809 0.379 2.725
C3 -0.773 0.438 4.100
C4 -0.293 1.601 4.694
Br1 -0.227 1.734 6.561
C5 0.144 2.652 3.901
C6 0.097 2.561 2.512
C7 -0.393 1.413 1.894
O2 -0.441 1.239 0.545
C8 0.638 3.665 1.728
N1 1.603 4.436 1.968
C9 1.795 5.288 0.860
C10 2.721 6.299 0.709
C11 2.696 6.999 -0.494
C12 1.779 6.700 -1.498
C13 0.838 5.681 -1.346
C14 0.895 4.998 -0.156
N2 0.033 3.924 0.350
H1 -3.257 -0.532 2.447
H2 -2.418 -1.799 3.401
H3 -2.787 -2.077 1.677
H4 -1.100 -0.391 4.713
H5 0.533 3.553 4.356
H6 0.040 3.031 -0.191
H7 3.424 6.537 1.495
H8 3.402 7.803 -0.651
H9 1.788 7.274 -2.414
H10 0.117 5.462 -2.122
H11 -0.941 4.227 0.442
O3 -2.462 -0.530 -0.600
N3 -2.759 -0.246 -1.889
C15 -4.068 -0.109 -2.192
C16 -4.441 0.156 -3.482
C17 -3.456 0.278 -4.463
C18 -2.127 0.135 -4.121
C19 -1.776 -0.132 -2.802
S1 -0.118 -0.314 -2.276
H12 -4.744 -0.227 -1.359
H13 -5.491 0.263 -3.715
H14 -3.731 0.483 -5.488
H15 -1.342 0.226 -4.858
C20 -0.429 -6.163 1.128
N4 -0.696 -4.923 0.391
C21 -1.423 -4.825 -0.773
C22 -1.448 -3.510 -1.104
N5 -0.738 -2.802 -0.150
C23 -0.302 -3.700 0.736
H16 -1.365 -6.579 1.491
H17 0.220 -5.939 1.970
H18 0.061 -6.876 0.471
H19 -1.853 -5.687 -1.253
H20 -1.918 -3.031 -1.945
H21 0.288 -3.480 1.611
S2 1.786 -0.808 0.633
C24 2.676 -1.951 -0.316
N6 3.968 -2.125 -0.109
C25 4.514 -3.201 -0.952
C26 3.388 -3.379 -1.984
N7 2.248 -2.736 -1.298
H22 4.470 -1.685 0.647
H23 4.670 -4.097 -0.351
H24 5.456 -2.904 -1.402
H25 3.177 -4.422 -2.197
H26 3.599 -2.855 -2.917
H27 1.350 -2.600 -1.736

=====

3.
The following is a DFT calculation (ωB97M-V/def2-TZVPD) of the ion C8H10NO3P with charge -2 in a non-equilibrium geometry.

Properties
E_LUMO: 5.70 eV
gap between HOMO and LUMO: 4.7 eV
charge: -2
HOMO: 1.0 eV

Positions of all 23 atoms, in Å:
C1 0.600 2.244 0.067
C2 1.972 2.303 0.041
C3 -0.479 1.265 0.063
C4 3.110 1.446 0.008
C5 -0.497 -0.074 0.082
C6 3.246 0.065 0.107
C7 -3.007 -0.377 0.023
C8 -1.569 -2.170 -0.250
N1 -1.644 -0.854 0.237
O1 4.194 -0.685 0.214
O2 1.259 -1.684 1.449
O3 1.429 -1.796 -1.091
P1 1.293 -0.953 0.130
H1 0.145 3.260 0.044
H2 2.357 3.339 0.038
H3 -1.569 1.565 0.107
H4 4.201 1.800 0.108
H5 -3.602 -1.111 0.672
H6 -3.140 0.703 0.184
H7 -3.358 -0.334 -1.036
H8 -1.953 -2.482 -1.368
H9 -0.636 -2.641 -0.159
H10 -2.353 -2.830 0.331

=====

4.
The following is a DFT calculation (ωB97M-V/def2-TZVPD) of a structure of composition C32H33N4O2OsSe in a non-equilibrium geometry.

Properties
E_LUMO (spin up / spin down): 2.40 / 2.29 eV
gap between HOMO and LUMO (spin up / spin down): 6.8 / 6.8 eV
charge: -1
2S+1: 5
HOMO (spin up / spin down): -4.4 / -4.6 eV

Positions of all 73 atoms, in Å:
Os1 0.290 0.808 -0.367
O1 1.878 -2.477 1.728
C1 1.580 -1.349 1.314
N1 0.537 -1.054 0.546
C2 -0.274 -2.189 0.173
C3 -1.614 -1.800 -0.369
C4 -2.593 -2.756 -0.636
C5 -3.808 -2.352 -1.158
C6 -4.012 -1.001 -1.415
C7 -2.994 -0.118 -1.117
N2 -1.834 -0.510 -0.606
C8 2.440 -0.173 1.676
C9 3.617 -0.350 2.396
C10 4.399 0.756 2.678
C11 3.961 2.010 2.270
C12 2.760 2.104 1.589
N3 2.039 1.036 1.285
H1 -0.383 -2.861 1.039
H2 0.249 -2.774 -0.604
H3 -2.400 -3.796 -0.417
H4 -4.585 -3.076 -1.367
H5 -4.943 -0.645 -1.825
H6 -3.089 0.948 -1.285
H7 3.880 -1.349 2.708
H8 5.332 0.648 3.216
H9 4.527 2.904 2.481
H10 2.352 3.059 1.277
C13 -0.875 1.566 1.373
C14 -0.881 0.740 2.568
C15 -1.800 -0.308 2.763
C16 -1.833 -1.032 3.928
C17 -0.937 -0.752 4.967
C18 0.013 0.260 4.780
C19 0.029 0.983 3.614
C20 -0.978 -1.472 6.172
N4 -0.996 -2.056 7.164
H11 -0.465 2.555 1.600
H12 -1.881 1.684 0.960
H13 -2.507 -0.542 1.980
H14 -2.555 -1.827 4.053
H15 0.728 0.467 5.565
H16 0.754 1.777 3.499
Se1 0.092 2.875 -1.374
C21 -1.519 1.278 -4.368
C22 -0.601 0.197 -3.803
C23 -1.019 -1.191 -4.299
C24 0.858 0.413 -4.124
C25 1.234 0.725 -5.415
C26 2.565 0.817 -5.775
C27 3.536 0.520 -4.836
C28 3.212 0.178 -3.538
C29 4.328 -0.213 -2.592
C30 4.407 0.716 -1.379
C31 4.152 -1.675 -2.165
C32 1.847 0.180 -3.124
O2 1.526 -0.094 -1.896
H17 -2.538 1.120 -4.012
H18 -1.534 1.262 -5.457
H19 -1.183 2.258 -4.035
H20 -0.710 0.211 -2.709
H21 -0.947 -1.244 -5.384
H22 -2.045 -1.410 -4.004
H23 -0.365 -1.951 -3.877
H24 0.475 0.893 -6.167
H25 2.846 1.086 -6.783
H26 4.581 0.547 -5.126
H27 5.276 -0.129 -3.144
H28 3.466 0.685 -0.836
H29 4.586 1.742 -1.696
H30 5.211 0.404 -0.709
H31 3.237 -1.783 -1.589
H32 4.988 -2.011 -1.551
H33 4.088 -2.309 -3.050

=====

5.
The following is a DFT calculation (ωB97M-V/def2-TZVPD) of the ion C17H24N2O2 with charge +2 in a non-equilibrium geometry.

Properties
E_LUMO: -8.11 eV
gap between HOMO and LUMO: 7.7 eV
charge: +2
HOMO: -15.9 eV

Positions of all 45 atoms, in Å:
C1 0.338 1.781 3.470
C2 -1.198 2.234 3.352
C3 -2.054 0.919 3.206
C4 -3.149 0.890 2.062
C5 -3.634 2.288 1.523
C6 -2.929 2.813 0.200
N1 -1.894 1.910 -0.371
C7 -2.244 0.887 -1.246
C8 -1.307 -0.058 -1.810
C9 0.107 0.076 -1.429
C10 1.235 -0.878 -1.899
C11 2.597 -0.441 -2.226
C12 3.537 -1.496 -2.624
N2 3.163 -2.825 -2.667
C13 4.166 -3.892 -3.043
O1 3.978 -5.082 -2.294
O2 4.225 -4.807 -0.961
C14 1.893 -3.258 -2.368
C15 0.861 -2.319 -1.967
C16 0.492 1.176 -0.543
C17 -0.563 2.071 -0.040
H1 0.632 1.196 2.545
H2 1.021 2.656 3.602
H3 0.414 1.079 4.337
H4 -1.227 2.944 2.488
H5 -1.422 2.725 4.342
H6 -1.338 0.067 2.997
H7 -2.511 0.662 4.204
H8 -4.061 0.388 2.501
H9 -2.790 0.176 1.266
H10 -3.569 3.053 2.347
H11 -4.733 2.198 1.291
H12 -2.408 3.781 0.446
H13 -3.669 3.017 -0.622
H14 -3.330 0.816 -1.509
H15 -1.632 -0.875 -2.498
H16 2.883 0.635 -2.163
H17 4.588 -1.229 -2.875
H18 5.170 -3.482 -2.738
H19 4.197 -4.078 -4.145
H20 3.396 -5.007 -0.477
H21 1.616 -4.341 -2.392
H22 -0.180 -2.626 -1.702
H23 1.545 1.359 -0.204
H24 -0.212 2.895 0.631

=====

6.
The following is a DFT calculation (ωB97M-V/def2-TZVPD) of a structure of composition C26H24AsN3O2PtS2 in a non-equilibrium geometry.

Properties
E_LUMO: -0.25 eV
gap between HOMO and LUMO: 6.8 eV
charge: 0
HOMO: -7.1 eV

Positions of all 59 atoms, in Å:
Pt1 -0.006 1.986 -0.456
N1 2.191 1.802 -0.317
N2 2.793 1.754 0.937
C1 2.048 1.812 2.061
N3 2.702 1.591 3.198
S1 0.429 2.215 2.044
H1 2.250 0.893 -0.767
H2 2.574 2.547 -0.889
H3 3.742 1.424 0.983
H4 3.678 1.349 3.227
H5 2.175 1.604 4.053
O1 -3.893 2.261 -1.669
C2 -2.726 2.566 -1.516
O2 -1.809 1.673 -1.251
C3 -2.325 4.018 -1.691
C4 -3.350 4.954 -1.585
C5 -3.120 6.310 -1.770
C6 -1.840 6.743 -2.077
C7 -0.805 5.823 -2.186
C8 -1.037 4.457 -1.999
S2 0.337 3.376 -2.226
H6 -4.343 4.579 -1.370
H7 -3.934 7.020 -1.679
H8 -1.636 7.798 -2.219
H9 0.201 6.160 -2.410
C9 0.897 -5.507 -2.531
C10 0.937 -4.337 -3.275
C11 0.754 -3.108 -2.648
C12 0.529 -3.045 -1.273
C13 0.489 -4.227 -0.533
C14 0.673 -5.453 -1.158
As1 0.303 -1.284 -0.458
C15 1.554 -1.565 1.035
C16 1.213 -1.695 2.376
C17 2.201 -1.826 3.349
C18 3.543 -1.837 2.994
C19 3.897 -1.723 1.651
C20 2.907 -1.584 0.687
C21 -1.436 -1.509 0.366
C22 -2.368 -2.381 -0.189
C23 -3.669 -2.423 0.295
C24 -4.051 -1.592 1.339
C25 -3.129 -0.716 1.893
C26 -1.833 -0.667 1.406
H10 1.039 -6.465 -3.018
H11 1.107 -4.377 -4.345
H12 0.775 -2.195 -3.230
H13 0.313 -4.185 0.535
H14 0.639 -6.368 -0.578
H15 0.172 -1.712 2.672
H16 1.915 -1.934 4.389
H17 4.308 -1.957 3.752
H18 4.938 -1.765 1.355
H19 3.190 -1.522 -0.361
H20 -2.086 -3.028 -1.009
H21 -4.387 -3.099 -0.154
H22 -5.069 -1.617 1.709
H23 -3.422 -0.054 2.699
H24 -1.136 0.044 1.831

=====

7.
The following is a DFT calculation (ωB97M-V/def2-TZVPD) of a structure of composition C12H36LiO6S5 in a non-equilibrium geometry.

Properties
E_LUMO: -1.76 eV
gap between HOMO and LUMO: 8.9 eV
charge: +1
HOMO: -10.7 eV

Positions of all 60 atoms, in Å:
Li1 -0.098 0.415 0.187
C1 1.450 -1.437 2.916
C2 2.722 -2.334 3.156
O1 2.926 -3.277 2.138
H1 1.045 -1.550 1.949
H2 1.567 -0.456 3.262
H3 0.669 -1.764 3.614
H4 2.950 -2.655 4.183
H5 3.403 -1.571 3.190
H6 3.441 -3.751 2.657
C3 0.238 3.519 -2.623
S1 -1.086 3.154 -1.447
O2 -0.615 1.966 -0.616
C4 -1.104 4.723 -0.451
H7 1.038 4.114 -2.195
H8 -0.184 3.958 -3.527
H9 0.834 2.612 -3.145
H10 -1.638 4.516 0.372
H11 -1.357 5.524 -1.174
H12 0.053 5.053 -0.181
C5 3.149 2.401 0.139
S2 2.821 1.603 1.684
O3 1.548 0.798 1.363
C6 4.235 0.548 1.787
H13 3.422 1.646 -0.485
H14 4.226 2.873 0.309
H15 2.408 2.977 -0.271
H16 5.232 1.230 1.953
H17 4.551 -0.056 0.898
H18 3.972 -0.118 2.593
C7 1.482 -3.217 -2.043
S3 1.476 -2.451 -0.401
O4 0.597 -1.278 -0.619
C8 0.305 -3.556 0.274
H19 1.790 -4.203 -1.891
H20 2.010 -2.672 -2.798
H21 0.443 -3.430 -2.451
H22 0.839 -4.529 0.441
H23 -0.409 -3.638 -0.443
H24 0.028 -3.228 1.292
C9 -2.009 -0.116 3.129
S4 -2.353 0.928 1.738
O5 -1.522 0.442 0.576
C10 -4.044 0.402 1.497
H25 -2.705 0.180 3.938
H26 -1.030 -0.151 3.479
H27 -2.174 -1.038 2.772
H28 -4.214 -0.481 1.420
H29 -4.236 0.791 0.715
H30 -4.423 0.733 2.382
C11 -4.297 -0.424 -4.276
S5 -2.586 -0.188 -4.344
O6 -2.526 1.340 -4.350
C12 -2.113 -0.685 -2.678
H31 -4.849 -0.095 -3.287
H32 -4.380 -1.516 -4.186
H33 -4.762 -0.004 -5.151
H34 -1.117 -0.590 -2.336
H35 -2.327 -1.808 -2.742
H36 -2.714 -0.180 -1.894

=====

8.
The following is a DFT calculation (ωB97M-V/def2-TZVPD) of a cluster of 9 separate species, C9H36O9 in total in a non-equilibrium geometry.

Properties
E_LUMO (spin up / spin down): 2.68 / 2.56 eV
gap between HOMO and LUMO (spin up / spin down): 2.4 / 9.3 eV
charge: -1
2S+1: 2
HOMO (spin up / spin down): 0.3 / -6.8 eV

Positions of all 54 atoms, in Å:
C1 1.995 -2.806 -1.979
O1 1.164 -3.729 -1.290
H1 1.937 -1.865 -1.433
H2 3.001 -3.185 -1.795
H3 1.801 -2.730 -3.049
H4 1.164 -3.506 -0.356
C2 -2.062 -2.785 0.431
O2 -0.716 -2.613 0.741
H5 -2.307 -3.776 0.812
H6 -2.786 -2.156 0.949
H7 -2.284 -2.748 -0.636
H8 -0.305 -1.901 0.245
C3 -3.224 -1.016 -2.267
O3 -3.372 -0.080 -3.312
H9 -2.305 -0.738 -1.750
H10 -4.046 -0.821 -1.578
H11 -3.293 -2.023 -2.678
H12 -3.921 -0.425 -4.019
C4 1.986 0.739 -3.145
O4 1.826 1.725 -2.151
H13 1.831 1.186 -4.128
H14 3.036 0.460 -3.232
H15 1.347 -0.128 -2.980
H16 1.005 2.166 -2.380
C5 3.794 3.345 0.072
O5 2.999 2.240 0.452
H17 4.649 3.625 0.688
H18 4.159 3.133 -0.933
H19 3.145 4.193 -0.148
H20 2.743 1.772 -0.346
C6 -3.053 2.480 -1.320
O6 -2.450 3.729 -1.310
H21 -3.793 2.555 -0.523
H22 -3.597 2.182 -2.216
H23 -2.332 1.669 -1.216
H24 -2.605 4.231 -0.506
C7 1.808 -0.124 3.307
C8 0.993 -1.242 4.065
C9 -0.480 -0.993 4.194
O7 0.905 -2.417 3.302
H25 1.277 0.204 2.413
H26 2.733 -0.462 2.841
H27 2.075 0.782 3.850
H28 1.353 -1.479 5.066
H29 -0.692 -0.014 4.622
H30 -0.908 -1.564 5.017
H31 -1.089 -0.881 3.297
H32 0.406 -2.176 2.519
O8 0.237 -0.079 -0.242
H33 -0.436 0.408 0.234
H34 0.737 0.593 -0.705
O9 -1.348 1.960 1.542
H35 -0.600 2.539 1.396
H36 -2.104 2.547 1.568